{"formula": "C4H6ClNO", "method": "the ωB97M-V functional and the def2-TZVPD basis", "e_homo_ev": [-7.9, -7.9], "de_lowest_ev": 7.0373, "energy_ev": -20298.8407, "molar_mass_g_mol": 119.551, "orbital_gap_ev": [4.26, 4.26], "multiplicity": 1, "elements": ["C", "C", "C", "C", "N", "O", "Cl", "H", "H", "H", "H", "H", "H"], "xyz": [[0.945, -0.529, -0.340], [-0.232, -0.462, 0.740], [0.261, 0.589, -1.162], [-0.821, 0.772, -0.122], [-1.603, 1.698, 0.088], [-2.304, 2.604, 0.408], [0.921, -3.007, 1.790], [1.878, -0.294, 0.026], [1.005, -1.645, -0.625], [-0.962, -1.206, 0.765], [0.077, -0.318, 1.772], [0.951, 1.373, -1.190], [-0.115, 0.426, -2.152]], "atomic_forces_ev_per_a": [[-3.752, -3.410, 0.080], [2.422, 0.458, -0.012], [0.243, -1.386, -0.111], [-0.465, 1.740, 0.698], [-0.015, 0.349, 0.601], [1.016, -1.729, -0.668], [-0.247, 0.599, -0.249], [1.872, 0.822, 0.968], [-0.174, 1.956, -0.305], [-1.021, -1.533, -0.490], [-0.170, 0.723, 0.068], [0.546, 1.824, -0.089], [-0.254, -0.413, -0.493]], "lowdin_charge": [-0.158, -0.103, -0.060, -0.102, 0.071, 0.205, -0.402, 0.074, 0.102, 0.059, 0.086, 0.106, 0.122]}

=====

{"formula": "H12O6", "method": "the ωB97M-V functional and the def2-TZVPD basis", "e_homo_ev": -10.6, "smiles": "O.O.O.O.O.O", "de_lowest_ev": 1.4888, "energy_ev": -12479.6249, "molar_mass_g_mol": 108.090, "orbital_gap_ev": 10.39, "multiplicity": 1, "elements": ["O", "H", "H", "O", "H", "H", "O", "H", "H", "O", "H", "H", "O", "H", "H", "O", "H", "H"], "xyz": [[-0.109, -1.915, -2.743], [0.791, -1.583, -2.820], [-0.572, -1.543, -3.502], [0.036, -0.147, -0.129], [0.921, -0.160, 0.257], [0.172, 0.078, -1.055], [-3.226, 1.712, -1.011], [-3.461, 1.503, -1.920], [-2.669, 0.976, -0.725], [-2.321, -1.326, 0.915], [-1.511, -0.829, 0.711], [-2.171, -2.197, 0.536], [2.606, 1.413, 1.076], [3.511, 1.390, 0.740], [2.155, 2.066, 0.526], [1.839, -0.189, 3.098], [1.823, 0.510, 3.758], [2.187, 0.241, 2.289]], "atomic_forces_ev_per_a": [[0.019, 0.271, -0.080], [-0.007, -0.160, -0.049], [0.014, -0.105, 0.025], [0.416, 0.284, -0.043], [-0.171, 0.011, 0.164], [-0.189, -0.191, -0.015], [0.217, -0.042, -0.123], [-0.035, -0.015, 0.073], [-0.204, -0.001, 0.109], [0.034, 0.218, -0.078], [-0.145, -0.311, 0.050], [0.045, 0.052, -0.003], [0.338, 0.274, -0.719], [-0.072, -0.007, 0.108], [-0.093, -0.050, 0.181], [0.227, -0.063, -0.419], [-0.024, 0.001, -0.035], [-0.369, -0.165, 0.855]], "lowdin_charge": [-0.051, 0.033, 0.040, -0.042, 0.033, 0.037, -0.059, 0.029, 0.012, -0.073, -0.015, 0.030, -0.042, 0.073, 0.072, -0.081, 0.029, -0.025]}

=====

{"formula": "C6H11N", "method": "the ωB97M-V functional and the def2-TZVPD basis", "e_homo_ev": -7.2, "smiles": "C=C/C(N)=C/CC", "de_lowest_ev": 3.6513, "energy_ev": -7886.8800, "molar_mass_g_mol": 97.161, "orbital_gap_ev": 8.16, "multiplicity": 1, "elements": ["C", "C", "C", "N", "C", "C", "C", "H", "H", "H", "H", "H", "H", "H", "H", "H", "H", "H"], "xyz": [[-1.582, -1.979, 0.876], [-1.292, -0.681, 1.208], [-0.076, -0.055, 0.692], [1.111, -0.724, 0.896], [-0.217, 1.248, 0.096], [0.498, 1.638, -1.189], [1.144, 0.619, -1.969], [-2.336, -2.574, 1.506], [-1.272, -2.698, 0.015], [-1.891, -0.014, 1.876], [1.807, -0.198, 0.460], [1.146, -1.680, 0.814], [-0.955, 1.859, 0.547], [-0.351, 2.258, -1.769], [1.416, 2.311, -0.961], [1.276, 1.064, -2.955], [2.113, 0.118, -1.903], [0.419, -0.122, -2.191]], "atomic_forces_ev_per_a": [[-1.550, -1.058, 0.881], [0.158, -1.559, -0.058], [-1.267, 3.338, -0.877], [-1.277, 2.335, -0.290], [1.568, -4.299, 0.547], [0.165, 4.461, 2.896], [-0.015, -1.663, -3.791], [0.660, 1.410, -1.090], [0.472, 1.975, 1.600], [0.280, -1.137, -0.314], [1.820, 0.290, -0.628], [0.050, -2.476, -0.282], [-1.028, 0.420, -0.284], [2.302, -1.367, 0.852], [-1.779, 0.143, -0.184], [0.083, 0.183, -0.313], [-0.021, 0.403, 1.475], [-0.622, -1.398, -0.141]], "lowdin_charge": [-0.032, -0.151, -0.368, 0.151, -0.061, -0.315, -0.192, 0.058, 0.085, 0.120, 0.068, 0.060, 0.067, 0.157, 0.124, 0.076, 0.085, 0.068]}

=====

{"formula": "C2H7O3PSi", "method": "the ωB97M-V functional and the def2-TZVPD basis", "total_charge": -2, "e_homo_ev": 0.2, "de_lowest_ev": 0.0000, "energy_ev": -25497.4532, "molar_mass_g_mol": 138.135, "orbital_gap_ev": 6.13, "multiplicity": 1, "elements": ["C", "C", "O", "O", "O", "Si", "P", "H", "H", "H", "H", "H", "H", "H"], "xyz": [[-1.910, 0.235, -1.392], [-0.858, -0.058, 1.449], [3.964, -0.162, 1.542], [4.313, -0.588, -0.751], [1.037, 0.799, -0.622], [-0.248, -0.039, -0.404], [3.657, 0.394, 0.171], [-2.773, -0.187, -0.976], [-2.327, 1.282, -1.433], [-1.778, -0.165, -2.434], [-1.161, -0.965, 1.949], [-0.095, 0.400, 2.127], [-1.783, 0.538, 1.559], [-0.039, -1.484, -0.786]], "atomic_forces_ev_per_a": [[0.821, 1.722, -1.234], [-0.006, 1.040, 0.478], [-0.764, 0.814, 1.504], [0.034, -0.108, -2.137], [-0.396, 0.745, -0.402], [-0.553, -0.905, 0.677], [1.359, -0.684, 0.763], [-1.123, -1.650, 0.909], [1.015, -0.354, -0.363], [-0.209, 0.489, 0.753], [0.163, -0.909, -0.184], [-0.411, -0.217, -0.661], [0.241, 0.306, -0.162], [-0.171, -0.289, 0.058]], "lowdin_charge": [-0.278, -0.248, -0.667, -0.647, -0.573, 0.159, 0.373, -0.051, 0.005, 0.000, -0.028, 0.015, -0.017, -0.043]}

=====

{"formula": "C4H5NO", "method": "the ωB97M-V functional and the def2-TZVPD basis", "e_homo_ev": -9.2, "de_lowest_ev": 4.1435, "energy_ev": -7762.3830, "molar_mass_g_mol": 83.090, "orbital_gap_ev": 9.07, "multiplicity": 1, "elements": ["C", "C", "C", "O", "C", "N", "H", "H", "H", "H", "H"], "xyz": [[0.663, -0.282, 0.974], [-0.319, -0.072, -0.158], [0.424, 1.475, -1.655], [0.305, 0.198, -1.438], [-1.270, -1.167, -0.362], [-2.073, -1.985, -0.497], [1.192, -1.232, 0.883], [1.391, 0.536, 0.992], [0.110, -0.268, 1.917], [-0.925, 0.826, -0.002], [0.502, 1.972, -0.655]], "atomic_forces_ev_per_a": [[0.045, -0.064, 0.036], [-0.349, 0.047, 0.528], [1.498, -0.022, -0.968], [-0.478, 0.546, -0.137], [-0.701, -0.864, -0.014], [0.741, 0.646, 0.125], [-0.064, 0.088, -0.044], [-0.165, -0.102, -0.054], [0.123, -0.063, -0.086], [-0.058, -0.356, 0.515], [-0.592, 0.144, 0.100]], "lowdin_charge": [-0.021, -0.394, 0.076, -0.127, -0.144, 0.178, 0.096, 0.089, 0.098, 0.137, 0.012]}

=====

{"formula": "C4H8O2", "method": "the ωB97M-V functional and the def2-TZVPD basis", "e_homo_ev": -8.3, "de_lowest_ev": 5.4936, "energy_ev": -8367.7881, "molar_mass_g_mol": 88.106, "orbital_gap_ev": 8.99, "multiplicity": 1, "elements": ["C", "C", "O", "C", "C", "O", "H", "H", "H", "H", "H", "H", "H", "H"], "xyz": [[1.455, 0.822, 0.403], [0.824, -1.420, -0.623], [0.823, -0.423, 0.720], [-0.401, -0.911, 0.036], [-1.309, 0.074, -0.651], [-2.135, 0.797, 0.238], [1.074, 1.265, -0.519], [2.513, 0.593, 0.269], [1.310, 1.494, 1.255], [1.091, -2.359, -0.113], [-0.948, -1.474, 0.799], [-1.981, -0.526, -1.275], [-0.748, 0.724, -1.335], [-1.568, 1.342, 0.796]], "atomic_forces_ev_per_a": [[0.082, 0.253, -0.028], [-0.162, -0.218, 0.205], [0.131, -0.003, -0.004], [-0.162, -0.020, -0.067], [0.241, -0.155, -0.245], [0.117, 0.197, 0.193], [0.014, -0.155, 0.144], [-0.149, 0.131, 0.036], [-0.017, -0.072, -0.124], [-0.072, 0.082, -0.151], [0.085, 0.017, -0.117], [0.123, 0.050, 0.065], [-0.075, -0.083, 0.132], [-0.157, -0.024, -0.038]], "lowdin_charge": [-0.056, 0.056, -0.201, -0.325, -0.235, -0.048, 0.087, 0.101, 0.098, 0.035, 0.148, 0.137, 0.116, 0.086]}